No. 1
{
  "formula": "C34H66FNO10S",
  "method": "the ωB97M-V functional and the def2-TZVPD basis",
  "smiles": "C[C@@H](F)C[C@H]1C(=O)NC[C@@H]1S.CC(C)=O.CC(C)=O.CC(C)=O.CC(C)=O.CC(C)=O.CC(C)=O.CC(C)=O.CC(C)=O.CC(C)=O",
  "total_charge": 0,
  "spin_multiplicity": 1,
  "elements": ["C", "C", "F", "C", "C", "C", "O", "N", "C", "C", "S", "H", "H", "H", "H", "H", "H", "H", "H", "H", "H", "H", "H", "C", "C", "O", "C", "H", "H", "H", "H", "H", "H", "C", "C", "O", "C", "H", "H", "H", "H", "H", "H", "C", "C", "O", "C", "H", "H", "H", "H", "H", "H", "C", "C", "O", "C", "H", "H", "H", "H", "H", "H", "C", "C", "O", "C", "H", "H", "H", "H", "H", "H", "C", "C", "O", "C", "H", "H", "H", "H", "H", "H", "C", "C", "O", "C", "H", "H", "H", "H", "H", "H", "C", "C", "O", "C", "H", "H", "H", "H", "H", "H", "C", "C", "O", "C", "H", "H", "H", "H", "H", "H"],
  "coordinates": [[-2.536964, 1.448325, 4.792327], [-1.786281, 1.188757, 3.503646], [-2.682381, 1.212187, 2.418085], [-0.684468, 2.195284, 3.201170], [0.449087, 2.160495, 4.222472], [1.660374, 1.292713, 3.888795], [1.688966, 0.300736, 3.177519], [2.753955, 1.820363, 4.582349], [2.285906, 2.904149, 5.465717], [1.161663, 3.467520, 4.587219], [0.265824, 4.850285, 5.288029], [-1.904108, 1.172490, 5.633883], [-2.812707, 2.505493, 4.894219], [-3.449544, 0.847713, 4.827082], [-1.354071, 0.181243, 3.544729], [-1.120419, 3.204760, 3.195783], [-0.315477, 2.005398, 2.188872], [0.110458, 1.673629, 5.153465], [3.416239, 1.152222, 4.947216], [1.844104, 2.472757, 6.376349], [3.060277, 3.622466, 5.735487], [1.663822, 3.775153, 3.658949], [-0.983115, 4.378386, 5.189300], [-2.268418, -0.739444, -0.995754], [-0.771191, -0.668425, -0.874621], [-0.043410, -0.537497, -1.836011], [-0.231493, -0.779626, 0.524916], [-2.577047, -0.653357, -2.035435], [-2.600035, -1.692109, -0.581499], [-2.724529, 0.059594, -0.408350], [-0.557865, -1.720842, 0.970491], [-0.624146, 0.028089, 1.143068], [0.855076, -0.723127, 0.514296], [3.102509, 3.506273, -4.522978], [1.808265, 2.809601, -4.178387], [0.737631, 3.248646, -4.534160], [1.903759, 1.550566, -3.358198], [2.899593, 4.399073, -5.109604], [3.632662, 3.779192, -3.608935], [3.747659, 2.832401, -5.089212], [2.388007, 1.763263, -2.402886], [2.511750, 0.805426, -3.876916], [0.910720, 1.149495, -3.176018], [-3.676120, 6.263370, -3.270591], [-3.025781, 4.987498, -2.788585], [-3.488732, 4.358030, -1.864091], [-1.786191, 4.535520, -3.512576], [-4.558530, 6.478930, -2.672689], [-2.970049, 7.092621, -3.197124], [-3.960152, 6.163529, -4.319514], [-1.004512, 5.294313, -3.453662], [-2.000200, 4.370076, -4.569276], [-1.422529, 3.610402, -3.076332], [-4.589569, -3.585085, 2.257610], [-3.426774, -3.990988, 1.387958], [-2.446540, -3.291350, 1.277586], [-3.545369, -5.308408, 0.662399], [-4.384288, -2.623086, 2.720655], [-5.498356, -3.516230, 1.657079], [-4.758354, -4.337147, 3.030341], [-4.419068, -5.297320, 0.008480], [-3.678577, -6.119250, 1.380549], [-2.649828, -5.486966, 0.072160], [0.396608, -2.743514, 5.139853], [0.576925, -1.428120, 5.849166], [-0.260537, -0.554391, 5.790858], [1.860963, -1.239597, 6.618765], [-0.559488, -2.754824, 4.623155], [1.199323, -2.894370, 4.414268], [0.436183, -3.564024, 5.858963], [2.714070, -1.351231, 5.946880], [1.948727, -2.003364, 7.392983], [1.877492, -0.253792, 7.079606], [-2.280864, 7.223614, 2.217440], [-3.288791, 6.115739, 2.416473], [-3.461642, 5.609516, 3.500739], [-4.059936, 5.678819, 1.198448], [-1.787758, 7.448775, 3.160047], [-1.536213, 6.920295, 1.479220], [-2.779156, 8.118216, 1.839570], [-3.387822, 5.305461, 0.425453], [-4.609759, 6.526604, 0.784681], [-4.757956, 4.890565, 1.469210], [1.860480, -2.361196, -3.428249], [3.093055, -2.823805, -4.163334], [4.116151, -2.175075, -4.150801], [2.989208, -4.122477, -4.922389], [2.055371, -1.424744, -2.914818], [1.031391, -2.221717, -4.123877], [1.555344, -3.111045, -2.695285], [2.204101, -4.059887, -5.676158], [2.727537, -4.934540, -4.241355], [3.933063, -4.350027, -5.409140], [4.157508, -4.506804, -9.129226], [3.050402, -5.462836, -8.755765], [2.828174, -5.756519, -7.605154], [2.235454, -6.029833, -9.892900], [4.669594, -4.164584, -8.233321], [4.870250, -5.000301, -9.792249], [3.745952, -3.649159, -9.664260], [2.883662, -6.574445, -10.581560], [1.761111, -5.222032, -10.452779], [1.473784, -6.699553, -9.501786], [2.876141, -3.019231, 2.189863], [1.768937, -3.981999, 2.534098], [1.515012, -4.278170, 3.680207], [0.987404, -4.555002, 1.377217], [3.353644, -2.677057, 3.104694], [3.616735, -3.504390, 1.551358], [2.472857, -2.157162, 1.656557], [1.654276, -5.095010, 0.702264], [0.511411, -3.750646, 0.814558], [0.220504, -5.229304, 1.750965]],
  "atomic_forces_ev_per_a": [[-0.092, 0.318, -0.078], [0.245, -0.202, 0.168], [0.050, 0.033, 0.077], [-0.001, 0.293, -0.031], [0.028, -0.220, 0.032], [0.326, -0.543, -0.264], [-0.002, 0.633, 0.590], [-0.652, -0.090, 0.155], [-0.275, -0.365, -0.085], [0.520, -0.506, -0.406], [-0.170, 0.178, 0.235], [-0.104, -0.062, 0.027], [-0.033, -0.131, -0.129], [0.152, 0.010, -0.001], [-0.111, 0.076, -0.132], [-0.039, -0.180, -0.022], [0.108, 0.002, 0.109], [-0.135, 0.288, -0.065], [0.134, 0.011, -0.227], [0.095, 0.300, 0.035], [0.046, -0.115, -0.199], [-0.201, 0.401, 0.160], [-0.003, -0.111, -0.056], [-0.011, 0.023, -0.208], [-0.050, 0.027, 0.103], [-0.100, -0.027, 0.049], [0.264, -0.003, -0.071], [0.045, 0.012, -0.003], [-0.071, 0.034, 0.065], [-0.011, -0.042, 0.070], [-0.100, 0.058, 0.056], [-0.070, -0.055, 0.024], [-0.004, 0.029, 0.010], [-0.063, 0.050, -0.067], [-0.018, -0.074, 0.113], [0.063, 0.079, -0.112], [-0.098, 0.041, -0.087], [0.000, -0.004, 0.001], [0.029, -0.039, 0.003], [0.030, -0.014, 0.039], [0.058, -0.028, -0.010], [0.057, 0.026, 0.041], [0.048, -0.028, 0.006], [-0.051, -0.012, 0.076], [0.034, -0.009, -0.079], [-0.021, 0.029, 0.044], [-0.107, -0.087, 0.157], [0.003, -0.003, -0.002], [0.013, 0.001, -0.049], [0.039, 0.022, -0.019], [-0.013, 0.026, -0.049], [0.034, 0.042, -0.023], [0.032, 0.002, -0.036], [0.071, 0.083, 0.013], [-0.093, -0.030, 0.059], [0.109, -0.020, -0.030], [0.103, 0.036, -0.031], [-0.002, -0.003, -0.003], [-0.016, -0.043, 0.009], [-0.034, -0.023, -0.022], [-0.028, -0.022, 0.030], [-0.049, -0.002, -0.001], [-0.005, -0.001, -0.002], [-0.380, 1.348, 0.849], [-0.262, -0.524, -0.245], [0.004, 0.345, 0.154], [-0.008, 0.128, 0.030], [-0.082, 0.021, 0.005], [-0.436, 0.795, 1.104], [0.161, -0.040, -0.119], [0.003, -0.059, -0.015], [0.029, -0.028, -0.024], [0.002, 0.016, 0.016], [0.027, -0.024, 0.105], [0.013, 0.020, -0.112], [0.048, -0.074, 0.120], [-0.067, -0.071, 0.160], [0.004, -0.005, -0.004], [-0.020, 0.019, -0.039], [0.010, -0.007, -0.047], [-0.002, 0.045, -0.040], [0.043, 0.007, -0.062], [0.000, 0.000, -0.010], [0.178, 0.057, 0.031], [-0.054, 0.001, -0.014], [0.013, 0.013, -0.017], [0.131, 0.104, 0.074], [-0.037, -0.023, 0.004], [-0.033, -0.042, 0.020], [-0.057, -0.028, -0.042], [-0.028, -0.042, 0.025], [-0.061, -0.009, -0.023], [-0.019, -0.013, -0.011], [0.011, -0.002, 0.100], [0.026, 0.032, -0.049], [-0.025, -0.060, -0.033], [-0.048, -0.049, 0.082], [-0.003, 0.000, -0.003], [-0.017, 0.016, -0.040], [0.009, -0.015, -0.044], [0.005, 0.034, -0.032], [0.032, 0.004, -0.034], [0.003, 0.002, -0.004], [-0.054, 0.015, 0.234], [0.169, -0.342, -0.702], [0.911, -1.737, -1.295], [-0.096, -0.003, 0.170], [0.060, 0.037, -0.014], [-0.054, 0.009, -0.045], [-0.002, -0.003, -0.042], [0.026, 0.063, -0.016], [0.026, 0.002, -0.059], [-0.001, -0.001, -0.006]],
  "mulliken_charge": [-1.48, 1.03, -0.41, -0.54, 0.68, -0.48, -0.50, -0.21, -0.70, -0.05, -0.25, 0.37, 0.21, 0.43, 0.06, 0.11, 0.19, 0.02, 0.34, 0.26, 0.45, 0.38, 0.11, -0.95, 0.72, -0.54, 0.38, 0.35, 0.02, 0.30, -0.06, -0.46, 0.18, -1.24, 0.73, -0.53, -0.78, 0.33, 0.33, 0.34, 0.36, 0.26, 0.22, -1.17, 0.88, -0.56, -0.93, 0.30, 0.31, 0.35, 0.33, 0.34, 0.15, -1.15, 0.89, -0.47, -1.25, 0.22, 0.36, 0.36, 0.36, 0.38, 0.26, -0.79, 0.89, -0.53, -1.28, 0.32, -0.09, 0.44, 0.17, 0.48, 0.31, -1.22, 0.91, -0.57, -0.91, 0.30, 0.31, 0.39, 0.11, 0.38, 0.30, -0.72, 0.73, -0.59, -1.05, 0.06, 0.36, 0.32, 0.27, 0.34, 0.28, -1.05, 0.85, -0.52, -1.15, 0.25, 0.34, 0.32, 0.34, 0.33, 0.30, -0.97, 1.02, -0.61, -0.84, 0.29, 0.45, 0.07, 0.42, 0.04, 0.25]
}



No. 2
{
  "formula": "C43H33CaN8OSSe",
  "method": "the ωB97M-V functional and the def2-TZVPD basis",
  "total_charge": -1,
  "spin_multiplicity": 1,
  "elements": ["Ca", "C", "C", "C", "C", "C", "N", "C", "N", "C", "C", "C", "C", "C", "C", "C", "C", "N", "C", "N", "C", "N", "C", "N", "C", "N", "C", "C", "C", "C", "C", "C", "C", "C", "C", "C", "C", "C", "N", "C", "C", "H", "H", "H", "H", "H", "H", "H", "H", "H", "H", "H", "H", "H", "H", "H", "H", "C", "C", "C", "C", "C", "C", "Se", "C", "C", "C", "H", "H", "H", "H", "H", "H", "H", "H", "H", "H", "H", "C", "S", "C", "O", "H", "H", "H", "H", "H", "H"],
  "coordinates": [[0.051079, 0.023799, -0.208675], [1.565536, -4.625681, 4.474464], [1.493291, -3.563094, 5.372551], [1.189192, -2.277000, 4.940669], [0.995242, -2.074036, 3.588810], [0.622815, -0.879650, 2.796984], [0.545300, -1.285949, 1.486904], [0.708622, -2.601074, 1.359503], [0.468663, -3.378647, 0.284540], [-0.238071, -3.037236, -0.786858], [-0.884001, -4.025973, -1.687509], [-0.880956, -5.405179, -1.699944], [-1.663732, -6.049234, -2.653875], [-2.436392, -5.321248, -3.556006], [-2.445424, -3.929817, -3.531758], [-1.653667, -3.294678, -2.597389], [-1.460306, -1.864338, -2.258658], [-2.091301, -0.863969, -2.854658], [-2.130359, 0.422232, -2.438046], [-1.625508, 0.939258, -1.320728], [-1.968353, 2.257223, -1.143229], [-1.747070, 3.005515, -0.080395], [-1.158746, 2.654834, 1.083289], [-0.509009, 1.492265, 1.353138], [-0.187937, 1.380819, 2.654587], [0.350647, 0.303471, 3.289047], [-0.605003, 2.607557, 3.311658], [-0.533878, 3.039347, 4.633689], [-1.048809, 4.282233, 4.947983], [-1.642896, 5.087634, 3.961513], [-1.733806, 4.662734, 2.650658], [-1.206152, 3.416518, 2.317789], [-2.742122, 2.648159, -2.330791], [-3.339245, 3.839300, -2.712651], [-4.035973, 3.869216, -3.912805], [-4.143921, 2.728805, -4.713082], [-3.555578, 1.531387, -4.330106], [-2.850924, 1.500554, -3.138358], [-0.573987, -1.809835, -1.243065], [1.060204, -3.146189, 2.689735], [1.329393, -4.429270, 3.119289], [1.770439, -5.622718, 4.844615], [1.647318, -3.749550, 6.428457], [1.097301, -1.456118, 5.640682], [-0.299465, -5.958884, -0.973960], [-1.684648, -7.131348, -2.686383], [-3.048882, -5.848136, -4.277284], [-3.061326, -3.356033, -4.212314], [-0.090394, 2.400933, 5.387623], [-1.005535, 4.639447, 5.969468], [-2.045049, 6.053463, 4.242497], [-2.209263, 5.273797, 1.893423], [-3.264219, 4.715700, -2.081179], [-4.511182, 4.788503, -4.232671], [-4.701016, 2.781342, -5.640290], [-3.642072, 0.636922, -4.933760], [1.334766, -5.251354, 2.414608], [-1.619287, -3.882771, 7.068402], [-1.932628, -3.522238, 5.638102], [-1.888249, -4.471574, 4.628083], [-2.157889, -4.153368, 3.299739], [-2.059052, -5.226184, 2.252999], [-2.505550, -2.835760, 2.951445], [-2.945285, -2.367795, 1.156966], [-2.556633, -1.863233, 3.973100], [-2.922701, -0.437267, 3.667141], [-2.267453, -2.221886, 5.285775], [-1.084933, -4.833798, 7.122980], [-2.529259, -3.979726, 7.667560], [-0.997374, -3.117288, 7.539917], [-1.602556, -5.492063, 4.875008], [-1.625602, -6.137163, 2.675515], [-1.444001, -4.881233, 1.419271], [-3.041598, -5.457129, 1.834133], [-2.374847, -0.077032, 2.795478], [-2.711751, 0.209237, 4.522504], [-3.981237, -0.356519, 3.406450], [-2.293900, -1.454098, 6.056249], [1.621955, 3.295232, -1.561709], [2.814568, 2.040807, -1.087940], [2.900551, 2.464375, 0.653885], [2.075290, 0.737902, -1.156646], [2.105664, 4.271625, -1.549403], [0.771205, 3.273123, -0.877055], [1.298983, 3.050951, -2.572509], [3.287476, 3.477975, 0.756754], [3.577354, 1.754976, 1.126394], [1.899600, 2.382391, 1.082865]],
  "atomic_forces_ev_per_a": [[1.281, 0.342, -0.645], [-0.024, 0.003, -0.022], [0.029, 0.023, -0.027], [0.093, 0.029, 0.102], [-0.025, -0.022, -0.042], [-0.067, 0.055, 0.025], [-0.251, -0.113, 0.062], [-0.224, 0.003, 0.037], [-0.131, -0.052, 0.087], [-0.215, 0.052, 0.039], [0.032, 0.020, -0.001], [0.003, -0.064, 0.032], [0.035, 0.043, 0.033], [0.012, 0.025, 0.008], [-0.047, -0.008, -0.067], [-0.008, 0.007, 0.035], [-0.104, 0.087, -0.123], [0.042, -0.209, -0.038], [-0.041, 0.159, 0.132], [-0.168, -0.212, 0.186], [-0.091, -0.127, 0.019], [-0.079, 0.118, -0.027], [-0.055, -0.069, 0.006], [-0.194, -0.190, 0.123], [-0.004, 0.036, -0.129], [0.093, -0.098, 0.128], [0.018, -0.012, -0.117], [0.000, 0.045, 0.100], [0.040, -0.094, -0.008], [-0.007, -0.004, -0.044], [-0.055, 0.105, 0.016], [0.080, -0.083, 0.032], [0.031, -0.038, 0.033], [-0.051, 0.075, -0.051], [0.042, 0.015, 0.082], [0.021, -0.081, -0.013], [-0.048, 0.015, -0.077], [0.034, -0.013, 0.093], [0.036, -0.105, 0.171], [0.032, 0.066, -0.051], [0.087, -0.108, -0.030], [0.019, 0.002, 0.001], [0.001, 0.004, -0.001], [-0.022, 0.001, -0.020], [-0.010, 0.006, 0.000], [-0.005, -0.002, -0.005], [0.004, 0.000, 0.001], [0.006, 0.000, 0.008], [-0.005, 0.008, 0.003], [-0.003, 0.005, 0.001], [-0.005, 0.004, -0.011], [0.001, -0.006, 0.001], [-0.003, -0.005, -0.004], [-0.002, 0.000, -0.003], [0.001, 0.000, 0.001], [-0.008, 0.009, -0.004], [0.002, 0.005, 0.011], [-0.024, 0.005, -0.079], [-0.023, -0.003, 0.080], [0.064, 0.008, -0.039], [0.007, -0.027, 0.103], [0.031, 0.021, 0.044], [-0.177, 0.173, -0.116], [0.016, 0.002, -0.100], [0.049, 0.014, 0.063], [0.013, -0.061, 0.026], [-0.007, 0.040, -0.045], [0.003, 0.010, 0.005], [0.006, -0.001, 0.020], [0.000, -0.010, 0.011], [-0.013, 0.009, -0.013], [-0.018, -0.005, 0.003], [-0.005, -0.037, -0.025], [0.007, 0.025, -0.029], [-0.051, -0.010, 0.002], [-0.015, 0.000, 0.006], [0.005, -0.006, -0.018], [0.000, 0.005, -0.014], [-0.011, -0.073, 0.018], [0.083, 0.374, 0.062], [-0.006, -0.053, -0.047], [-0.052, -0.106, 0.007], [-0.001, -0.001, 0.014], [-0.010, 0.013, -0.023], [-0.002, 0.024, 0.000], [0.004, -0.003, -0.007], [-0.015, 0.002, 0.015], [0.017, 0.020, 0.027]],
  "mulliken_charge": [2.54, -0.90, -0.57, 0.03, 0.71, -0.95, -0.01, -0.83, -0.48, -0.51, 0.44, 0.00, -0.71, -0.62, -0.08, 0.23, -0.46, -0.60, -0.20, -0.13, -0.53, -0.45, -1.31, 1.55, -1.15, -0.23, 0.24, -0.34, -0.62, -0.63, -0.23, 0.33, 0.29, -0.17, -0.59, -0.63, 0.03, -0.13, -0.24, 0.18, 0.33, 0.38, 0.42, 0.51, 0.52, 0.38, 0.38, 0.53, 0.54, 0.40, 0.39, 0.54, 0.54, 0.40, 0.39, 0.54, 0.49, -1.82, 0.70, -0.95, 1.08, -1.62, 0.35, -0.24, 1.18, -1.45, -1.10, 0.35, 0.43, 0.34, 0.18, 0.35, 0.09, 0.40, -0.04, 0.31, 0.40, 0.26, -0.68, 0.24, -0.61, -0.65, 0.47, 0.06, 0.28, 0.45, 0.34, -0.05]
}



Across the entries above, ΔE to the lowest compared entry with this formula, charge and spin takes the values 0.0, 51.4 kcal/mol, respectively.
Across the entries above, highest occupied orbital energy takes the values -9.115, -2.946 eV, respectively.
Across the entries above, orbital gap takes the values 9.700, 4.078 eV, respectively.